A structure of composition C26H21BrIrN9O2S2 at a distorted geometry, computed with the ωB97M-V functional and the def2-TZVPD basis.

```
62
Properties=species:S:1:pos:R:3:forces:R:3
Ir -1.652411 -0.522099 1.017862 -1.10 -0.73 0.31
N -4.788159 -2.518137 3.264153 0.04 0.02 -0.02
C -3.769878 -1.817128 2.763990 0.31 0.20 0.02
S -3.808267 -1.431336 1.044330 0.76 0.37 -0.14
N -2.815028 -1.419392 3.580060 -0.91 -0.60 0.50
N -1.846176 -0.754669 2.985554 2.96 2.14 1.58
C -0.864659 -0.195414 3.762043 -3.32 -1.97 -1.12
C 0.162565 0.456522 3.078224 1.43 0.89 -1.42
C 1.282870 1.020845 3.711285 -0.63 -0.33 0.03
C 2.277841 1.577232 2.947938 0.22 0.12 -0.52
C 2.155686 1.584758 1.553446 -0.05 0.02 0.35
C 1.023595 1.043683 0.979117 0.11 0.13 -0.07
N 0.046789 0.498674 1.705435 0.11 -0.58 0.52
H -5.507398 -2.869071 2.659223 -0.06 -0.02 0.00
H -4.798598 -2.759358 4.242289 0.03 0.03 -0.03
H -0.910212 -0.276093 4.838739 -0.06 -0.16 -0.03
H 1.350797 0.979022 4.790918 0.01 0.01 -0.05
H 3.160552 1.998081 3.412259 -0.04 -0.03 0.02
H 2.932380 1.999945 0.926328 -0.03 -0.02 0.01
H 0.890107 1.030445 -0.095466 -0.02 -0.06 0.03
N -0.532661 -3.768445 -1.905327 -0.02 0.29 -0.06
C -0.790581 -2.711621 -1.132917 0.14 -0.90 1.00
S -0.735815 -2.995715 0.600322 0.19 0.33 0.14
N -1.031344 -1.580055 -1.747713 -0.37 1.86 -0.60
N -1.365173 -0.497846 -1.045438 0.60 -3.71 1.66
C -1.433893 0.664733 -1.733561 -0.77 3.88 -1.50
C -0.977968 0.815771 -3.134128 -0.03 -0.14 0.35
C -1.521856 0.064705 -4.180127 0.06 0.03 0.01
C -1.083185 0.260088 -5.479245 -0.03 -0.05 0.01
C -0.084441 1.186786 -5.750627 0.02 0.02 0.00
C 0.461887 1.935656 -4.718561 0.01 0.04 -0.02
C 0.009227 1.760207 -3.420040 0.11 0.02 -0.03
C -1.994172 1.803164 -1.031492 0.67 -1.47 -1.02
C -2.328763 2.994688 -1.689154 -0.19 0.76 -0.09
C -2.930618 4.012306 -0.977042 0.20 -0.14 -0.46
C -3.200609 3.835904 0.374263 -0.08 0.04 0.30
C -2.851854 2.631148 0.958735 0.09 -0.11 0.03
N -2.266695 1.649597 0.281784 -0.12 -0.11 0.55
H -0.273095 -4.645468 -1.486400 0.01 -0.02 0.02
H -0.495216 -3.656023 -2.907380 -0.02 0.01 -0.03
H -2.302944 -0.651746 -3.973236 -0.02 -0.05 0.01
H -1.523858 -0.313808 -6.285308 0.02 0.02 0.03
H 0.266199 1.328027 -6.765329 -0.03 -0.01 0.03
H 1.242200 2.657861 -4.924140 -0.03 -0.02 0.01
H 0.440097 2.348316 -2.615692 -0.04 -0.04 -0.04
H -2.132504 3.092995 -2.746478 -0.04 0.03 0.02
H -3.199040 4.937260 -1.471488 0.00 -0.05 -0.01
H -3.677751 4.609343 0.960215 0.02 -0.05 0.00
H -3.042978 2.443106 2.009780 0.00 -0.02 -0.02
Br 6.214635 -1.153373 -1.796640 0.02 0.00 0.03
C 5.407408 -1.410699 -0.108229 0.01 0.02 -0.03
C 6.170159 -1.337798 1.048725 -0.13 -0.04 0.08
N 5.635468 -1.497345 2.257028 0.03 0.00 0.07
C 4.331895 -1.745808 2.351451 0.10 0.04 -0.12
C 3.500596 -1.838239 1.239962 -0.26 -0.04 0.08
C 4.051775 -1.662481 -0.018240 0.00 0.04 -0.14
C 2.019906 -2.105134 1.439693 -0.07 0.13 0.43
O 1.584388 -2.308888 2.567940 -0.07 0.07 -0.40
O 1.329236 -2.036355 0.344695 0.30 -0.07 -0.22
H 7.236939 -1.148195 1.001135 -0.05 0.01 -0.01
H 3.919171 -1.876197 3.345217 0.01 -0.02 -0.05
H 3.433434 -1.716908 -0.904758 0.01 -0.03 0.04
```
Forces are in eV/Å.

Output
charge: +1
E: -139352.0261 eV
spin multiplicity: 6
ΔE to the lowest compared entry with this formula, charge and spin: 0.00 kJ/mol
HOMO level (alpha / beta): -8.96 / -11.19 eV
gap between HOMO and LUMO (alpha / beta): 4.95 / 5.52 eV